No. 1
44
Properties=species:S:1:pos:R:3:forces:R:3:lowdin_spin:R:1 method="wB97M-V/def2-TZVPD" energy_ev=-95088.924 spin_multiplicity=5 total_charge=+2 homo_lumo_gap_ev="5.72 / 5.70"
H -0.35506 2.23062 0.95364 0.18 0.20 -0.32 0.0113
N -0.03309 1.21331 -0.86341 0.66 1.15 0.20 0.1945
B 0.67007 0.50852 -3.18995 0.83 0.22 1.21 -0.0001
N 0.58413 1.53800 -2.03666 -0.15 0.46 0.21 0.0148
C 0.97862 2.82395 -1.99465 -0.48 -0.45 0.62 0.0013
Pt -0.90659 -0.71100 -0.42282 -0.39 1.03 0.65 1.4579
H 1.43835 3.25095 -2.86789 0.12 0.21 0.06 0.0011
C 0.63660 3.33105 -0.74638 0.17 0.21 -0.09 0.0056
H 0.76282 4.33432 -0.38849 0.18 0.10 0.03 0.0013
C 0.04059 2.28113 -0.05657 -0.10 -0.01 -0.57 0.0242
H 1.26400 0.88272 -4.15980 -0.30 -0.05 0.19 -0.0002
C -1.02278 -1.99018 1.09295 -0.31 -2.62 2.07 0.3259
H -1.48142 -1.75725 2.06576 0.38 -0.42 -0.49 0.0168
H -0.03114 -2.42918 1.25460 -0.28 0.04 0.20 0.0302
H -1.67648 -2.76948 0.64376 0.19 0.08 -0.01 0.0550
N -0.83732 0.21602 -3.41975 -1.25 -0.89 -0.95 0.0086
N 1.39917 -0.69992 -2.47695 -0.16 -0.72 0.53 0.0187
N -1.48593 -0.49398 -2.38856 -1.19 0.25 -3.55 0.0763
N 0.88427 -1.21188 -1.29543 2.04 -0.54 -0.96 0.2209
C -1.72814 0.44795 -4.39001 1.31 -0.19 1.37 0.0305
C 2.67429 -1.13717 -2.57387 -0.58 0.02 0.19 0.0201
H -1.42246 0.97024 -5.28934 -0.11 -0.03 0.12 0.0018
H 3.25907 -0.91331 -3.44715 0.15 0.12 -0.04 0.0022
C -2.97778 -0.08304 -4.01553 -0.65 -0.33 0.60 0.0145
C 2.97969 -1.89764 -1.45326 0.00 -0.13 -0.02 0.0124
C -2.82200 -0.68935 -2.79380 0.84 0.65 -1.01 0.0215
C 1.83263 -1.94210 -0.67733 0.07 0.88 -1.12 0.0183
H -3.87683 -0.01377 -4.60856 0.00 -0.05 0.12 0.0007
H 3.90410 -2.37158 -1.20887 0.35 -0.18 -0.14 0.0015
H -3.46980 -1.24565 -2.13729 -0.20 -0.03 -0.16 0.0026
H 1.63973 -2.42958 0.26116 0.07 -0.03 -0.04 0.0003
H -0.91448 -1.33938 -2.27427 -0.18 -1.13 -0.85 0.0157
Se -2.29911 0.40385 1.33406 -0.06 1.90 2.99 1.0659
C -1.21388 0.44538 2.95305 -0.61 0.40 0.01 0.1021
C -1.92850 0.63869 4.15721 -0.17 -0.30 0.07 0.0837
C -1.34317 0.29639 5.37670 0.20 0.01 -0.09 -0.0064
C -0.03327 -0.20400 5.42124 -0.41 0.15 -0.19 0.0844
C 0.71393 -0.27834 4.24073 -0.18 0.34 -0.51 0.0083
C 0.14906 0.09955 3.01536 0.25 -0.63 0.10 0.0466
H -2.96441 0.97911 4.12775 0.28 -0.09 0.03 0.0069
H -1.91368 0.39706 6.29923 0.10 0.01 -0.28 -0.0015
H 0.40309 -0.53413 6.36661 -0.17 0.17 -0.31 0.0038
H 1.73950 -0.64796 4.27369 -0.26 0.22 -0.07 -0.0004
H 0.75072 0.01947 2.10818 -0.20 0.02 0.22 0.0007

No. 2
48
Properties=species:S:1:pos:R:3:forces:R:3:nbo_charge:R:1 method="wB97M-V/def2-TZVPD" energy_ev=-141283.815 spin_multiplicity=1 total_charge=+4 homo_lumo_gap_ev=7.28
Ta 0.47846 -0.06057 0.23143 -0.65 0.16 -0.97 2.5859
C -2.04431 0.60218 -1.39715 -0.05 0.05 0.32 -0.1028
C -1.31646 -0.19176 -2.43194 -0.11 -0.13 -0.03 -0.0833
O -0.14770 -0.81111 -1.73204 0.02 -0.10 -0.03 -0.6056
C 0.93595 -1.02756 -2.71740 -0.01 0.00 0.00 -0.1042
C 1.80117 0.21637 -2.72058 0.03 0.03 0.07 -0.1027
O 1.82902 0.72417 -1.33664 0.16 -0.04 -0.04 -0.6097
C 2.30516 2.11281 -1.27147 0.09 -0.05 -0.06 -0.0994
C 2.19752 2.52253 0.17242 -0.03 0.06 0.13 -0.0934
O 0.93249 1.98663 0.71355 0.02 0.12 0.02 -0.5934
C -0.22351 2.91182 0.80617 0.05 0.04 0.12 -0.0884
C -1.02047 2.72830 -0.45504 -0.17 -0.11 0.13 -0.0919
O -0.97717 1.27400 -0.66026 0.09 0.31 -0.51 -0.5990
H -2.59252 -0.01562 -0.68416 -0.04 0.01 -0.02 0.2364
H -2.73053 1.33232 -1.82468 0.05 0.01 -0.08 0.2846
H -0.91444 0.44145 -3.22087 0.00 0.04 0.02 0.2270
H -1.91675 -0.99233 -2.86307 0.03 -0.04 0.04 0.2764
H 0.48784 -1.21538 -3.69221 -0.01 0.05 0.00 0.2742
H 1.45884 -1.92243 -2.41939 0.04 -0.04 0.04 0.2454
H 1.41057 1.02045 -3.34460 -0.07 -0.03 -0.02 0.2322
H 2.81840 -0.01396 -3.03976 0.01 0.02 0.03 0.2695
H 1.68288 2.70152 -1.94562 -0.03 0.03 0.04 0.2242
H 3.34162 2.16002 -1.60913 -0.01 -0.03 -0.01 0.2715
H 2.20439 3.60390 0.29719 -0.02 0.01 -0.03 0.2757
H 2.99221 2.10303 0.78245 0.00 -0.02 0.00 0.2360
H 0.14040 3.92581 0.95987 0.03 0.00 -0.04 0.2721
H -0.77220 2.59012 1.68865 -0.01 -0.01 0.00 0.2552
H -0.61431 3.21259 -1.34140 0.05 0.02 0.03 0.2300
H -2.05397 3.04089 -0.30174 -0.01 -0.02 -0.02 0.2740
Br 2.62808 -2.59918 -0.26044 0.32 0.04 -0.10 0.3046
C 1.08871 -3.17029 0.62877 -0.13 -0.04 0.05 0.1817
C 0.90563 -4.48255 1.03679 -0.04 0.02 0.00 -0.2154
C -0.23385 -4.77983 1.76668 -0.01 -0.02 0.02 -0.0294
C -1.13451 -3.75511 2.09662 -0.02 -0.05 0.00 -0.1234
C -0.85999 -2.49235 1.64506 0.07 0.07 -0.06 0.0532
N 0.22333 -2.18769 0.87878 0.17 -0.19 0.19 -0.5919
C -1.68415 -1.31674 1.99610 0.20 0.10 -0.13 0.7897
O -2.66026 -1.13863 2.58208 -0.02 0.00 0.05 -0.2935
O -0.95271 -0.15377 1.34054 -0.25 0.05 0.39 -0.7985
H 1.63917 -5.24240 0.79767 0.01 0.01 -0.01 0.3025
H -0.41163 -5.79459 2.10532 -0.02 0.00 0.00 0.3004
H -2.01625 -3.93956 2.69961 0.01 -0.01 0.01 0.3058
Cl 3.60811 1.21361 4.54376 -0.04 0.21 0.18 0.2110
C 3.91772 -0.15292 3.51878 -0.15 -0.13 -0.55 -0.3009
Cl 5.43524 -0.02644 2.63125 -0.01 0.02 0.01 0.1837
Cl 3.74062 -1.69239 4.32947 -0.02 -0.08 0.07 0.1924
C 2.86546 -0.12680 2.45179 0.17 -0.04 0.38 0.6593
N 2.05445 -0.10185 1.63337 0.33 -0.27 0.36 -0.6280

No. 3
37
Properties=species:S:1:pos:R:3:forces:R:3:lowdin_spin:R:1 method="wB97M-V/def2-TZVPD" energy_ev=-57840.884 spin_multiplicity=5 total_charge=-2 homo_lumo_gap_ev="4.87 / 4.86"
C 0.88032 -2.12272 0.11682 0.73 -1.06 -1.21 0.0423
C 0.96647 -1.95133 -1.32101 -0.95 -1.09 -0.15 0.0470
C -0.39343 -1.85581 -1.83984 0.70 -0.83 1.17 0.0544
H 1.85745 -2.11534 -1.94270 -0.46 0.49 0.42 0.0073
C -1.28172 -1.89665 -0.69126 0.56 -1.25 -1.50 0.0393
C -0.49149 -2.16440 0.46072 -0.23 0.29 -0.11 -0.0007
H -0.90080 -2.21111 1.45954 0.21 0.08 -0.09 -0.0001
H 1.75637 -2.06665 0.77396 -0.65 -0.28 -0.14 0.0091
H -0.67943 -2.06980 -2.87369 0.10 0.83 0.36 0.0076
H -2.36907 -1.89379 -0.78393 0.42 0.05 0.28 0.0090
Cr 0.08693 -0.16363 -0.34579 0.02 2.88 0.71 3.6762
Cl 1.14623 2.01529 0.19127 0.40 0.08 -1.15 0.0426
C 0.10851 2.89711 -5.33032 -0.06 -0.61 -0.52 0.0001
C -1.12120 2.25696 -5.67367 0.71 -0.19 -0.24 0.0002
C -0.81041 1.02264 -6.32090 0.45 0.52 0.15 0.0000
H -2.12337 2.65686 -5.50315 0.27 -0.14 0.03 0.0000
C 0.61084 0.90024 -6.37895 -0.35 0.61 0.19 0.0000
C 1.17913 2.05838 -5.76689 -0.76 -0.05 -0.20 0.0001
H 2.24531 2.27967 -5.67975 -0.31 -0.10 0.07 0.0000
H 0.21219 3.87281 -4.84997 -0.03 -0.35 -0.05 0.0000
H -1.53234 0.31363 -6.73241 0.18 0.14 0.17 0.0000
H 1.16531 0.08154 -6.84302 -0.14 0.17 0.19 0.0000
C 1.24067 -0.73709 4.67287 0.04 0.10 0.03 0.0050
C -0.03441 -0.01837 4.23221 0.02 0.41 -0.41 0.0123
C -1.28570 -0.74347 4.73374 -0.05 0.00 -0.06 0.0035
C -0.01527 1.44129 4.66937 0.09 0.23 0.52 0.0040
C -0.06366 0.10667 2.78568 -0.69 -0.61 -2.35 0.0605
C -0.21112 0.20893 1.56273 -0.30 -0.45 2.84 -0.0240
H 1.31678 -0.75123 5.75630 0.00 -0.03 0.38 0.0008
H 2.10776 -0.20000 4.28480 0.01 -0.12 -0.07 0.0005
H 1.26644 -1.76975 4.31530 -0.02 0.10 -0.08 0.0004
H -1.33697 -0.76899 5.81792 0.11 0.04 0.42 0.0006
H -2.17996 -0.23160 4.37483 0.02 -0.07 -0.09 0.0003
H -1.30389 -1.77785 4.38248 -0.01 0.07 -0.12 0.0002
H 0.88039 1.91531 4.25510 -0.21 0.04 0.06 0.0005
H -0.89753 1.95985 4.27956 0.19 -0.07 0.07 0.0004
H 0.00466 1.52240 5.75206 -0.01 0.18 0.49 0.0006

Relative energy (zero: lowest compared OMol25 entry of this formula, charge and spin)
In order: 0.0 1.4 0.0
Unit: kcal per mole
Molecular weight
In order: 580.22 702.55 298.78
Unit: g/mol